(A)
This record from OMol25 describes a gas-phase ion, CH2NO2 (charge -1). The level of theory is ωB97M-V/def2-TZVPD.

Cartesian coordinates (Å):
N: 0.113 0.577 1.348
C: 0.104 -0.163 -0.231
O: 0.030 0.703 -1.108
O: -0.164 -1.369 -0.232
H: -0.864 0.788 1.473
H: 0.517 1.488 1.203

Its total charge is -1. As for the SMILES: NC(=O)[O-]. The value obtained for the frontier orbital gap is 8.44 eV.

(B)
This record from OMol25 describes 2 unconnected molecules or ions with the total composition CH2NO2. The level of theory is ωB97M-V/def2-TZVPD.

Cartesian coordinates (Å):
C: -1.591 -0.848 -0.375
N: 1.517 0.641 -0.052
O: -2.002 0.234 -0.399
O: -1.397 -1.988 -0.256
H: 1.024 0.722 0.858
H: 2.449 1.240 0.224

Its total charge is -1. The value obtained for the frontier orbital gap is 4.46 eV.

The structure with the greatest stability is (A).

(A)
This record from OMol25 describes a single C17H18N2O5S molecule. The level of theory is ωB97M-V/def2-TZVPD.

Cartesian coordinates (Å):
C: -2.010 2.208 -3.255
N: -0.806 1.736 -2.602
C: -0.773 0.367 -2.223
C: -1.627 -0.141 -1.252
C: -1.483 -1.447 -0.826
C: -0.496 -2.259 -1.375
C: 0.302 -1.774 -2.403
C: 0.174 -0.460 -2.815
H: 0.810 -0.063 -3.592
H: 1.040 -2.422 -2.851
C: -0.282 -3.643 -0.849
O: -0.300 -4.639 -1.540
N: -0.082 -3.712 0.498
C: 0.065 -2.633 1.387
C: 0.875 -1.554 1.058
C: 0.954 -0.450 1.892
C: 0.258 -0.447 3.106
C: -0.515 -1.549 3.449
C: -0.620 -2.631 2.599
H: -1.239 -3.473 2.868
H: -1.038 -1.530 4.392
O: 0.322 0.601 3.982
C: 1.357 1.515 3.696
C: 1.427 1.801 2.198
H: 2.234 2.500 1.973
O: 1.723 0.609 1.491
H: 0.471 2.205 1.842
H: 1.134 2.421 4.261
H: 2.319 1.099 4.031
H: 1.445 -1.545 0.143
H: -0.092 -4.644 0.892
H: -2.132 -1.833 -0.054
H: -2.368 0.500 -0.803
S: -0.207 2.737 -1.388
O: -0.725 2.396 -0.090
O: -0.374 4.090 -1.827
C: 1.548 2.313 -1.428
H: 2.084 3.130 -0.961
H: 1.837 2.213 -2.464
H: 1.694 1.395 -0.873
H: -2.076 1.750 -4.242
H: -1.911 3.286 -3.355
H: -2.919 1.980 -2.690

Its total charge is 0. As for the SMILES: CN(c1ccc(C(=O)Nc2ccc3c(c2)OCCO3)cc1)S(C)(=O)=O. The value obtained for the frontier orbital gap is 8.71 eV.

(B)
This record from OMol25 describes a single C17H18N2O5S molecule. The level of theory is ωB97M-V/def2-TZVPD.

Cartesian coordinates (Å):
C: 2.361 1.492 -6.397
C: 1.523 1.274 -5.177
C: 0.184 0.909 -5.295
C: -0.600 0.730 -4.170
C: -0.041 0.919 -2.921
C: 1.282 1.285 -2.777
C: 2.061 1.462 -3.907
H: 3.096 1.753 -3.805
H: 1.678 1.443 -1.786
S: -1.048 0.641 -1.475
O: -0.364 1.160 -0.322
O: -2.396 1.039 -1.731
N: -1.079 -1.007 -1.267
H: -1.748 -1.479 -1.851
C: 0.177 -1.695 -1.057
H: 0.891 -0.944 -0.713
H: 0.557 -2.115 -1.999
C: 0.038 -2.815 -0.028
C: -0.117 -2.426 1.446
O: 0.007 -3.287 2.294
N: -0.392 -1.125 1.690
C: -0.570 -0.495 2.930
C: -0.787 0.881 2.909
C: -0.971 1.608 4.079
C: -0.931 0.913 5.264
C: -0.713 -0.464 5.286
C: -0.530 -1.198 4.140
H: -0.362 -2.259 4.168
O: -0.719 -0.903 6.585
C: -0.943 0.241 7.379
O: -1.077 1.374 6.550
H: -0.092 0.386 8.066
H: -1.863 0.105 7.970
H: -1.139 2.672 4.060
H: -0.804 1.392 1.958
H: -0.483 -0.486 0.909
H: -0.828 -3.432 -0.279
H: 0.916 -3.463 -0.079
H: -1.643 0.464 -4.243
H: -0.244 0.768 -6.276
H: 3.408 1.287 -6.192
H: 2.278 2.531 -6.717
H: 2.027 0.862 -7.217

Its total charge is 0. As for the SMILES: Cc1ccc(S(=O)(=O)NCCC(=O)Nc2ccc3c(c2)OCO3)cc1. The value obtained for the frontier orbital gap is 7.76 eV.

The structure with the greatest stability is (B).